The following is a quantum chemistry calculation of one molecule with the formula C20H26N2O4 at a distorted geometry, from the Open Molecules 2025 dataset.

Calculated values
Largest force on an atom   1.29 eV/Å
2S+1   1
Relative energy (zero: lowest compared OMol25 entry of this formula, charge and spin)   110.69 kJ/mol
Net charge   0
E_HOMO   -8.05 eV
Orbital gap   8.721 eV
Total energy   -32333.1287 eV

Each line ends with the natural charge from an NBO analysis.
Element x y z (Å)
O  -2.26840  -3.99105  0.32582  -0.624
C  -1.35667  -3.19384  0.28114  0.687
N  -1.18308  -2.20487  1.18690  -0.629
H  -0.47411  -1.51070  1.00041  0.406
C  -2.27547  -1.71643  2.01384  -0.244
C  -2.71012  -0.39576  1.43333  -0.037
C  -2.23460  0.79607  1.95442  -0.222
C  -2.48715  2.02098  1.33891  -0.259
C  -3.21535  1.99583  0.17630  0.232
C  -3.70266  0.79774  -0.35394  0.316
C  -3.46684  -0.40667  0.25591  -0.292
H  -3.84030  -1.32973  -0.15608  0.234
O  -4.39849  1.05953  -1.49985  -0.487
C  -4.27629  2.44854  -1.71685  0.236
O  -3.59410  3.03371  -0.62814  -0.476
H  -3.70898  2.62714  -2.64545  0.159
H  -5.27741  2.89671  -1.80759  0.160
H  -2.11549  2.94608  1.74574  0.228
H  -1.64871  0.78118  2.86133  0.211
H  -1.92924  -1.60462  3.04470  0.201
H  -3.06951  -2.46432  1.97218  0.241
C  -0.32771  -3.21036  -0.85249  -0.307
C  -0.79270  -2.17868  -1.89067  -0.495
C  -0.06849  -0.90240  -1.48743  0.695
O  -0.35524  0.22475  -1.82207  -0.622
N  0.95533  -1.25502  -0.67244  -0.462
C  1.05988  -2.68654  -0.46979  -0.206
H  1.32607  -2.91748  0.56538  0.208
H  1.83039  -3.11375  -1.12634  0.195
C  1.95011  -0.32208  -0.15817  -0.036
C  1.26491  0.62229  0.84394  -0.409
C  2.01135  1.92394  1.13976  -0.403
C  3.52553  1.77780  1.30430  -0.406
H  3.87923  2.56482  1.97453  0.211
C  4.27748  1.92123  -0.01826  -0.390
H  5.34319  2.04348  0.19169  0.206
C  4.11522  0.74102  -0.97210  -0.394
C  2.66711  0.39228  -1.31046  -0.409
H  2.10896  1.27995  -1.60282  0.223
H  2.67107  -0.28517  -2.16855  0.211
H  4.60103  -0.13988  -0.54281  0.187
H  4.64056  0.98084  -1.89947  0.210
H  3.93682  2.83248  -0.51499  0.195
H  3.76555  0.82155  1.77238  0.191
H  1.58536  2.33826  2.05621  0.211
H  1.81441  2.64427  0.34511  0.202
H  0.28152  0.88492  0.44916  0.240
H  1.11825  0.07332  1.77941  0.191
H  2.68794  -0.93739  0.36907  0.199
H  -1.87132  -2.03035  -1.90797  0.245
H  -0.47253  -2.45170  -2.89848  0.237
H  -0.29631  -4.22193  -1.25867  0.242

Atoms 1-2, force components in eV/Å:
O -0.386 -0.198 -0.134
C 0.645 -0.146 -0.146